Below is 7 unconnected molecules or ions with the total composition C33H51N8O in a non-equilibrium geometry, with properties calculated with the ωB97M-V functional and the def2-TZVPD basis.

Positions of all 93 atoms, in Å:
C1 -2.554 -1.533 0.409
C2 -1.544 -0.592 1.293
C3 -2.083 0.931 1.578
O1 -2.221 1.779 0.384
C4 -0.928 2.011 -0.288
N1 -0.572 3.506 -0.322
C5 0.473 3.807 -1.372
C6 1.147 2.493 -2.084
N2 0.129 1.524 -2.681
C7 -1.136 1.462 -1.853
C8 -2.403 2.326 -2.506
C9 -3.731 1.350 -2.634
H1 -2.017 -2.595 0.311
H2 -2.694 -1.166 -0.714
H3 -3.563 -1.623 0.996
H4 -1.334 -1.096 2.349
H5 -0.486 -0.582 0.744
H6 -1.474 1.496 2.435
H7 -3.182 0.812 2.029
H8 -0.008 1.489 0.249
H9 -0.230 3.833 0.610
H10 -0.067 4.439 -2.225
H11 1.381 4.458 -0.953
H12 1.794 2.902 -2.995
H13 1.819 1.837 -1.354
H14 0.557 0.571 -2.881
H15 -0.103 1.920 -3.641
H16 -1.472 0.324 -1.734
H17 -2.742 3.227 -1.800
H18 -2.107 2.809 -3.542
H19 -4.588 2.033 -3.106
H20 -3.554 0.375 -3.256
H21 -4.107 1.106 -1.534
N3 -1.569 4.802 2.815
C10 -0.382 5.035 3.459
C11 -0.469 6.260 4.082
C12 -1.756 6.782 3.808
C13 -2.415 5.859 3.027
H22 -1.788 3.978 2.270
H23 0.421 4.311 3.418
H24 0.310 6.727 4.670
H25 -2.158 7.728 4.146
H26 -3.411 5.866 2.603
N4 1.179 -3.153 1.990
C14 2.108 -3.521 2.929
C15 3.359 -3.302 2.399
C16 3.180 -2.777 1.097
C17 1.824 -2.693 0.872
H27 0.176 -3.211 2.105
H28 1.799 -3.909 3.891
H29 4.300 -3.497 2.897
H30 3.956 -2.490 0.399
H31 1.264 -2.347 0.013
N5 4.581 -0.524 -1.862
C18 5.397 -1.306 -2.637
C19 6.277 -0.480 -3.299
C20 5.986 0.848 -2.904
C21 4.937 0.791 -2.014
H32 3.835 -0.863 -1.269
H33 5.280 -2.382 -2.653
H34 7.046 -0.798 -3.990
H35 6.488 1.749 -3.233
H36 4.413 1.572 -1.479
N6 -3.102 -5.392 -0.309
C22 -3.818 -6.293 -1.053
C23 -2.963 -7.303 -1.436
C24 -1.688 -7.002 -0.900
C25 -1.804 -5.818 -0.206
H37 -3.474 -4.545 0.101
H38 -4.871 -6.140 -1.246
H39 -3.229 -8.163 -2.036
H40 -0.783 -7.586 -1.007
H41 -1.074 -5.243 0.349
N7 3.097 -6.697 5.948
C26 4.025 -7.066 6.887
C27 5.277 -6.846 6.357
C28 5.098 -6.321 5.055
C29 3.742 -6.237 4.829
H42 2.094 -6.755 6.063
H43 3.717 -7.453 7.848
H44 6.218 -7.042 6.855
H45 5.874 -6.035 4.357
H46 3.182 -5.891 3.970
N8 -4.062 5.900 -5.839
C30 -2.724 5.832 -5.552
C31 -2.579 5.881 -4.184
C32 -3.876 5.976 -3.626
C33 -4.773 5.983 -4.670
H47 -4.463 5.890 -6.768
H48 -1.991 5.756 -6.344
H49 -1.640 5.851 -3.646
H50 -4.129 6.033 -2.575
H51 -5.853 6.041 -4.682

Results
Lowest unoccupied orbital energy: -3.29 eV
ΔE to the lowest compared entry with this formula, charge and spin: 91.4 kcal per mole
HOMO level: -9.533 eV
Multiplicity: 1
Total charge: +1

Mulliken atomic charge list, values in e, 2 entries:
1 C -0.451
2 C 0.030